Entry 1:
Formula: C35H89BeN6O11
Source: the Open Molecules 2025 dataset
Level of theory: the ωB97M-V functional and the def2-TZVPD basis

Each line ends with the Löwdin spin population.
Cartesian coordinates (Å):
Be (-5.097, 2.096, 21.066)  0.485
C (-3.537, 1.805, 16.959)  0.000
C (-3.253, 0.850, 18.036)  0.002
C (-1.883, 0.112, 17.824)  0.002
O (-3.252, 1.427, 19.305)  0.047
H (-4.362, 2.471, 17.211)  0.000
H (-3.871, 1.271, 16.069)  0.000
H (-2.805, 2.575, 16.718)  0.000
H (-3.945, 0.041, 17.801)  0.000
H (-1.958, -0.157, 16.770)  0.000
H (-1.680, -0.779, 18.419)  0.000
H (-1.007, 0.756, 17.897)  0.000
C (-1.854, -2.102, 23.352)  0.000
O (-3.180, -1.977, 22.904)  0.000
C (-3.211, -1.601, 21.520)  0.000
C (-4.630, -1.301, 21.036)  0.004
N (-5.342, -0.430, 21.968)  0.073
C (-6.786, -0.631, 21.911)  0.016
C (-7.334, -0.492, 20.584)  0.007
O (-6.928, 0.761, 20.011)  0.087
C (-6.949, 0.650, 18.588)  0.006
H (-1.674, -2.640, 24.283)  0.000
H (-1.302, -1.162, 23.369)  0.000
H (-1.288, -2.814, 22.751)  0.000
H (-2.901, -2.450, 20.911)  0.000
H (-2.631, -0.695, 21.343)  0.000
H (-5.229, -2.208, 20.947)  0.002
H (-4.567, -0.834, 20.053)  0.001
H (-4.922, -0.662, 22.856)  0.001
H (-7.256, 0.041, 22.628)  0.009
H (-7.057, -1.613, 22.299)  0.001
H (-8.414, -0.614, 20.663)  0.001
H (-6.901, -1.347, 20.064)  0.001
H (-7.122, 1.622, 18.128)  0.001
H (-7.837, 0.069, 18.335)  0.000
H (-6.111, 0.199, 18.057)  0.000
C (0.520, 4.908, 14.730)  0.000
O (0.195, 5.417, 16.034)  0.000
C (-0.184, 4.328, 16.872)  0.000
C (-0.704, 4.960, 18.164)  0.000
N (-0.984, 3.967, 19.187)  0.000
C (0.314, 3.378, 19.700)  0.000
C (1.315, 4.403, 20.318)  0.000
O (0.670, 5.284, 21.322)  0.000
C (1.547, 6.328, 21.794)  0.000
H (-0.361, 4.526, 14.215)  0.000
H (1.170, 4.036, 14.805)  0.000
H (0.883, 5.731, 14.113)  0.000
H (0.660, 3.641, 16.937)  0.000
H (-1.000, 3.748, 16.441)  0.000
H (-1.551, 5.630, 18.019)  0.000
H (0.012, 5.670, 18.579)  0.000
H (-1.584, 3.182, 18.975)  0.000
H (0.701, 2.743, 18.903)  0.000
H (0.236, 2.632, 20.490)  0.000
H (1.713, 5.026, 19.517)  0.000
H (2.219, 4.011, 20.784)  0.000
H (2.480, 5.829, 22.056)  0.000
H (1.106, 6.710, 22.715)  0.000
H (1.855, 7.134, 21.129)  0.000
C (-7.184, 4.251, 19.521)  0.016
O (-5.866, 3.884, 19.607)  0.091
C (-5.090, 4.964, 19.201)  0.005
C (-4.023, 5.339, 20.413)  0.005
N (-3.327, 4.097, 20.975)  0.056
C (-2.606, 4.304, 22.292)  0.004
C (-2.071, 3.031, 22.957)  0.003
O (-3.224, 2.322, 23.293)  0.054
C (-3.019, 1.430, 24.461)  0.004
H (-7.392, 5.207, 20.002)  0.001
H (-7.864, 3.553, 20.011)  0.007
H (-7.517, 4.425, 18.498)  0.000
H (-5.616, 5.886, 18.952)  0.001
H (-4.509, 4.592, 18.357)  0.000
H (-4.672, 5.860, 21.117)  0.001
H (-3.273, 6.059, 20.086)  0.001
H (-2.559, 3.972, 20.330)  0.000
H (-3.284, 4.807, 22.982)  0.001
H (-1.802, 5.014, 22.101)  0.000
H (-1.561, 3.212, 23.903)  0.000
H (-1.272, 2.563, 22.383)  0.000
H (-2.054, 0.948, 24.306)  0.000
H (-3.706, 0.584, 24.471)  0.001
H (-3.174, 1.862, 25.450)  0.000
C (-0.986, 0.899, 13.763)  0.000
O (-1.076, 1.037, 12.346)  0.000
C (-0.101, 1.859, 11.713)  0.000
C (-0.014, 1.716, 10.243)  0.000
N (-1.298, 2.017, 9.560)  0.000
C (-2.084, 0.798, 9.336)  0.000
C (-3.467, 1.029, 9.887)  0.000
O (-4.092, 2.106, 9.170)  0.000
C (-5.191, 2.657, 9.841)  0.000
H (-1.467, 1.796, 14.153)  0.000
H (0.034, 0.714, 14.101)  0.000
H (-1.642, 0.097, 14.101)  0.000
H (0.795, 1.313, 12.008)  0.000
H (-0.266, 2.929, 11.838)  0.000
H (0.306, 0.752, 9.847)  0.000
H (0.681, 2.519, 9.994)  0.000
H (-1.914, 2.572, 10.136)  0.000
H (-1.696, -0.052, 9.898)  0.000
H (-2.147, 0.541, 8.279)  0.000
H (-3.396, 1.354, 10.924)  0.000
H (-3.890, 0.031, 9.998)  0.000
H (-5.531, 3.589, 9.389)  0.000
H (-5.057, 3.017, 10.862)  0.000
H (-6.056, 2.002, 9.944)  0.000
C (-0.105, -3.843, 18.463)  0.000
C (0.767, -4.261, 19.606)  0.000
C (1.520, -5.614, 19.345)  0.000
O (2.331, -6.047, 20.512)  0.000
C (1.745, -7.032, 21.372)  0.000
N (1.652, -3.198, 20.019)  0.000
H (-0.470, -2.821, 18.572)  0.000
H (-1.014, -4.438, 18.555)  0.000
H (0.206, -3.921, 17.421)  0.000
H (0.148, -4.441, 20.485)  0.000
H (2.374, -5.423, 18.696)  0.000
H (0.886, -6.376, 18.893)  0.000
H (2.559, -7.559, 21.871)  0.000
H (1.109, -7.681, 20.770)  0.000
H (1.132, -6.427, 22.039)  0.000
H (1.220, -2.555, 20.667)  0.000
H (2.468, -3.563, 20.488)  0.000
C (-4.741, -0.290, 12.891)  0.000
C (-5.752, -1.178, 13.690)  0.000
C (-5.257, -1.801, 15.094)  0.000
O (-4.240, -2.799, 14.890)  0.000
C (-3.547, -3.244, 16.014)  0.000
N (-6.940, -0.390, 13.872)  0.000
H (-4.111, 0.376, 13.481)  0.000
H (-5.233, 0.238, 12.074)  0.000
H (-4.103, -0.863, 12.218)  0.000
H (-6.048, -2.038, 13.089)  0.000
H (-6.037, -2.082, 15.801)  0.000
H (-4.791, -0.977, 15.634)  0.000
H (-2.612, -3.765, 15.812)  0.000
H (-4.255, -3.757, 16.666)  0.000
H (-3.323, -2.394, 16.660)  0.000
H (-6.896, 0.135, 14.734)  0.000
H (-7.759, -0.962, 14.016)  0.000

Results
* HOMO-LUMO gap (alpha / beta): 5.93 / 7.39 eV
* charge: 0
* spin multiplicity: 2
* E_LUMO (alpha / beta): 0.5 / 0.3 eV
* highest occupied orbital energy (alpha / beta): -5.39 / -7.13 eV

=====

Entry 2:
Formula: C35H89N2O14
Source: the Open Molecules 2025 dataset
Level of theory: the ωB97M-V functional and the def2-TZVPD basis

Each line ends with the Löwdin charge.
Cartesian coordinates (Å):
C (-1.563, 3.753, -2.839)  -0.098
C (-2.216, 2.684, -3.742)  -0.241
C (-1.453, 1.358, -3.585)  -0.246
C (-0.179, 1.309, -4.433)  -0.199
C (0.617, -0.006, -4.225)  -0.190
C (2.123, 0.192, -3.987)  -0.200
C (2.511, 1.353, -3.081)  -0.211
C (1.926, 1.287, -1.669)  -0.191
C (2.663, 0.219, -0.841)  -0.194
C (2.272, 0.315, 0.654)  -0.196
C (3.456, -0.024, 1.565)  -0.207
C (3.050, -0.561, 2.941)  -0.181
C (2.456, -1.983, 2.765)  -0.207
C (1.206, -2.173, 3.605)  -0.156
C (0.402, -3.466, 3.306)  -0.090
C (0.793, -4.108, 2.003)  -0.181
C (0.061, -3.849, 0.882)  0.051
C (0.445, -4.377, -0.330)  0.046
C (1.566, -5.158, -0.375)  0.064
C (2.242, -5.388, 0.762)  -0.200
O (3.400, -6.173, 0.698)  0.112
C (4.425, -5.408, 0.463)  -0.320
N (5.297, -4.694, 0.298)  0.228
N (1.891, -4.886, 1.956)  0.073
C (2.726, -5.208, 3.122)  0.061
H (-0.933, 3.293, -2.087)  0.059
H (-0.982, 4.451, -3.432)  0.066
H (-2.338, 4.321, -2.334)  0.061
H (-3.229, 2.532, -3.393)  0.080
H (-2.201, 2.939, -4.796)  0.102
H (-2.092, 0.550, -3.946)  0.109
H (-1.245, 1.131, -2.543)  0.085
H (0.436, 2.194, -4.298)  0.095
H (-0.534, 1.329, -5.460)  0.108
H (0.143, -0.617, -3.464)  0.094
H (0.526, -0.578, -5.145)  0.100
H (2.493, -0.714, -3.504)  0.093
H (2.664, 0.249, -4.925)  0.108
H (3.592, 1.330, -2.967)  0.096
H (2.262, 2.317, -3.514)  0.098
H (0.854, 1.115, -1.671)  0.097
H (2.142, 2.224, -1.166)  0.111
H (2.438, -0.782, -1.203)  0.103
H (3.730, 0.405, -0.923)  0.105
H (1.852, 1.289, 0.878)  0.112
H (1.472, -0.417, 0.782)  0.095
H (4.135, -0.731, 1.093)  0.116
H (4.025, 0.893, 1.676)  0.094
H (3.955, -0.666, 3.526)  0.102
H (2.324, 0.112, 3.383)  0.113
H (3.247, -2.669, 3.044)  0.099
H (2.280, -2.102, 1.697)  0.095
H (1.531, -2.239, 4.637)  0.108
H (0.544, -1.320, 3.548)  0.113
H (-0.644, -3.205, 3.229)  0.124
H (0.448, -4.217, 4.090)  0.107
H (-0.807, -3.220, 0.923)  0.143
H (-0.114, -4.139, -1.215)  0.113
H (1.923, -5.568, -1.303)  0.139
H (2.689, -4.450, 3.886)  0.096
H (2.371, -6.124, 3.581)  0.117
H (3.761, -5.353, 2.864)  0.104
C (-5.134, 1.173, -0.511)  -0.138
O (-3.817, 1.422, -1.018)  -0.131
H (-5.564, 0.345, -1.069)  0.069
H (-5.079, 0.907, 0.548)  0.074
H (-5.764, 2.049, -0.633)  0.063
H (-3.458, 2.159, -0.515)  0.075
C (-0.612, -7.189, 5.327)  -0.153
O (-1.367, -7.080, 4.123)  -0.119
H (-1.229, -7.639, 6.098)  0.084
H (0.250, -7.843, 5.158)  0.076
H (-0.269, -6.199, 5.645)  0.066
H (-0.779, -6.701, 3.465)  0.047
C (0.973, -0.126, 7.004)  -0.140
O (0.006, -0.768, 6.171)  -0.139
H (1.872, 0.026, 6.412)  0.069
H (0.606, 0.843, 7.347)  0.081
H (1.215, -0.749, 7.868)  0.079
H (-0.788, -0.899, 6.696)  0.078
C (-9.293, 1.004, 0.238)  -0.141
O (-7.972, 1.489, 0.019)  -0.148
H (-9.227, 0.007, 0.670)  0.076
H (-9.825, 1.662, 0.928)  0.084
H (-9.832, 0.948, -0.710)  0.085
H (-8.061, 2.370, -0.363)  0.044
C (-10.240, 5.185, -0.136)  -0.128
O (-9.188, 4.255, -0.420)  -0.144
H (-11.103, 4.908, -0.734)  0.083
H (-10.506, 5.145, 0.922)  0.081
H (-9.926, 6.196, -0.400)  0.073
H (-8.432, 4.515, 0.114)  0.082
C (7.066, 1.708, -2.791)  -0.145
O (6.090, 2.270, -1.911)  -0.141
H (6.568, 1.429, -3.716)  0.077
H (7.847, 2.432, -3.013)  0.055
H (7.512, 0.815, -2.341)  0.078
H (6.540, 2.511, -1.095)  0.043
C (6.315, 4.495, 1.266)  -0.142
O (7.468, 3.704, 0.962)  -0.130
H (5.481, 4.126, 0.675)  0.078
H (6.071, 4.409, 2.329)  0.068
H (6.502, 5.541, 1.019)  0.083
H (8.196, 4.047, 1.487)  0.076
C (-5.260, -2.708, -1.787)  -0.154
O (-3.852, -2.488, -1.648)  -0.142
H (-5.439, -3.776, -1.873)  0.076
H (-5.789, -2.326, -0.912)  0.070
H (-5.624, -2.212, -2.687)  0.079
H (-3.710, -1.536, -1.582)  0.057
C (-8.586, 6.204, -3.580)  -0.155
O (-9.382, 7.209, -2.956)  -0.131
H (-7.542, 6.477, -3.444)  0.078
H (-8.762, 5.228, -3.120)  0.065
H (-8.802, 6.147, -4.650)  0.076
H (-10.302, 6.965, -3.080)  0.071
C (10.744, 2.672, -4.685)  -0.150
O (9.345, 2.918, -4.811)  -0.136
H (10.967, 2.557, -3.628)  0.077
H (11.026, 1.756, -5.210)  0.076
H (11.323, 3.509, -5.082)  0.076
H (9.151, 3.020, -5.746)  0.077
C (-6.548, -0.249, 3.488)  -0.162
O (-7.897, 0.154, 3.312)  -0.117
H (-6.371, -0.366, 4.555)  0.076
H (-6.357, -1.206, 2.990)  0.075
H (-5.861, 0.507, 3.094)  0.067
H (-8.046, 0.255, 2.368)  0.029
C (1.430, -4.657, -4.128)  -0.141
O (0.477, -3.870, -3.413)  -0.143
H (2.415, -4.235, -3.945)  0.083
H (1.415, -5.697, -3.785)  0.073
H (1.228, -4.631, -5.200)  0.084
H (-0.395, -4.242, -3.581)  0.084
C (5.576, 1.781, 5.047)  -0.142
O (4.803, 1.889, 3.854)  -0.138
H (4.929, 1.392, 5.829)  0.073
H (6.416, 1.096, 4.904)  0.080
H (5.957, 2.758, 5.354)  0.077
H (5.378, 2.234, 3.165)  0.058

Results
* HOMO-LUMO gap: 7.36 eV
* charge: +1
* E_LUMO: -3.8 eV
* highest occupied orbital energy: -11.20 eV

=====

Largest force on an atom across the listed records, respectively: 4.42 1.94 eV Å⁻¹.